This record from the Open Molecules 2025 dataset describes a structure of composition C41H31N3O5PSV in a non-equilibrium geometry. The level of theory is the ωB97M-V functional and the def2-TZVPD basis.

```
83
C41H31N3O5PSV (the ωB97M-V functional and the def2-TZVPD basis)
V 0.3779 0.0360 -0.0021
O 2.6542 -3.7777 -0.0336
C 2.0077 -4.1960 -1.1426
C 2.5918 -5.2778 -1.8053
C 1.9897 -5.8000 -2.9282
C 0.7910 -5.2683 -3.4187
C 0.2158 -4.2009 -2.7782
C 0.8214 -3.6328 -1.6405
C 0.1681 -2.4989 -1.0123
O 0.8490 -1.7637 -0.0716
N -1.0213 -2.1085 -1.3249
N -1.2874 -0.9602 -0.5591
C -2.4959 -0.5796 -0.4145
C -2.6836 0.5043 0.5502
C -3.9043 1.0840 0.8114
C -3.9577 2.0656 1.8045
C -2.8027 2.3932 2.4788
C -1.6091 1.7464 2.1471
N -1.5460 0.8238 1.2053
H 2.2025 -3.0232 0.3427
H 3.5039 -5.6980 -1.4066
H 2.4473 -6.6427 -3.4290
H 0.3206 -5.6957 -4.2926
H -0.7053 -3.7704 -3.1461
H -3.3028 -1.0933 -0.9264
H -4.7837 0.7878 0.2577
H -4.8926 2.5544 2.0410
H -2.7994 3.1414 3.2579
H -0.6820 1.9907 2.6500
O 0.3100 3.4772 0.5750
S 0.0846 3.1384 -0.7922
O -0.9955 3.7043 -1.5167
O -0.1375 1.5295 -0.8860
C 1.5967 3.2525 -1.6739
C 1.9149 4.5503 -2.0507
C 3.1248 4.8156 -2.6752
C 4.0102 3.7812 -2.9114
C 3.6799 2.4845 -2.5414
C 2.4677 2.1802 -1.9241
P 2.1300 0.3871 -1.6993
C 1.3272 -0.1274 -3.2303
C 0.3443 0.7034 -3.7863
C -0.2789 0.3433 -4.9670
C 0.0795 -0.8363 -5.6108
C 1.0524 -1.6577 -5.0685
C 1.6742 -1.3157 -3.8754
C 3.6704 -0.4921 -1.4581
C 4.4948 -0.7911 -2.5544
C 5.6954 -1.4497 -2.3611
C 6.0840 -1.8233 -1.0803
C 5.2705 -1.5447 0.0057
C 4.0668 -0.8828 -0.1803
H 1.2194 5.3576 -1.8618
H 3.3689 5.8267 -2.9692
H 4.9607 3.9712 -3.3901
H 4.3937 1.7005 -2.7451
H 0.0691 1.6391 -3.3204
H -1.0322 0.9921 -5.3920
H -0.3972 -1.1056 -6.5438
H 1.3338 -2.5748 -5.5684
H 2.4205 -1.9766 -3.4628
H 4.1939 -0.5240 -3.5572
H 6.3266 -1.6785 -3.2087
H 7.0206 -2.3437 -0.9320
H 5.5628 -1.8534 0.9997
H 3.4372 -0.6883 0.6794
C 0.3591 -1.4707 5.3883
C -0.3008 -1.9150 4.2266
C -0.0595 -1.3350 3.0066
C 0.8564 -0.2716 2.8978
C 1.1992 0.3953 1.6688
C 2.1644 1.3908 1.6087
C 2.8622 1.7603 2.7672
C 2.5406 1.1619 3.9576
C 1.5511 0.1512 4.0561
C 1.2751 -0.4601 5.3025
H 0.1516 -1.9425 6.3382
H -1.0042 -2.7341 4.2963
H -0.5765 -1.7136 2.1347
H 2.3922 1.9181 0.6892
H 3.6243 2.5248 2.7184
H 3.0554 1.4580 4.8637
H 1.8122 -0.1245 6.1802
```

## Properties
HOMO (alpha / beta): -13.358 / -13.359 eV
relative energy (zero: lowest compared OMol25 entry of this formula, charge and spin): 0.000 eV
net charge: +2